{"formula": "C29H30As2HgN2O8S", "method": "ωB97M-V with the def2-TZVPD basis set", "symbols": ["Hg", "C", "O", "C", "O", "C", "C", "As", "C", "C", "C", "As", "C", "C", "O", "O", "C", "C", "O", "O", "C", "C", "O", "O", "C", "H", "H", "H", "H", "H", "H", "H", "H", "H", "H", "H", "H", "H", "H", "H", "H", "H", "H", "C", "C", "C", "C", "C", "C", "C", "C", "H", "H", "H", "H", "H", "N", "C", "N", "C", "C", "C", "C", "C", "C", "S", "H", "H", "H", "H", "H", "H", "H"], "xyz": [[0.000, 0.000, 0.000], [2.521, -0.534, -4.589], [2.531, -0.571, -3.211], [2.800, -1.682, -2.482], [3.032, -2.742, -3.048], [2.663, -1.660, -1.000], [3.080, -2.664, -0.227], [5.013, -2.858, -0.255], [5.687, -1.944, -1.879], [5.240, -1.184, 0.843], [4.332, -0.110, 0.932], [2.540, 0.000, 0.000], [3.191, 1.369, -1.271], [4.670, 1.146, 1.712], [5.823, 1.544, 1.703], [3.775, 1.920, 2.392], [2.438, 1.700, 2.644], [6.513, -1.279, 1.642], [6.732, -0.546, 2.595], [7.397, -2.273, 1.359], [8.570, -2.484, 2.053], [2.582, -2.820, 1.180], [3.246, -3.428, 2.010], [1.348, -2.355, 1.507], [0.788, -2.471, 2.761], [2.270, 0.494, -4.921], [1.752, -1.233, -4.983], [3.520, -0.808, -4.987], [5.497, -2.561, -2.779], [6.786, -1.831, -1.776], [5.259, -0.933, -1.995], [4.131, 1.047, -1.759], [3.386, 2.308, -0.714], [2.415, 1.583, -2.032], [2.097, 2.434, 3.402], [2.279, 0.678, 3.049], [1.827, 1.892, 1.742], [9.100, -3.354, 1.615], [8.349, -2.700, 3.120], [9.224, -1.590, 1.978], [-0.220, -2.008, 2.754], [1.418, -1.945, 3.510], [0.688, -3.542, 3.038], [0.000, 0.000, 2.040], [0.000, 0.000, 3.234], [0.001, 0.001, 4.669], [0.873, -0.838, 5.373], [0.872, -0.836, 6.769], [0.002, 0.002, 7.466], [-0.869, 0.839, 6.769], [-0.871, 0.840, 5.373], [1.557, -1.496, 4.840], [1.551, -1.488, 7.314], [0.002, 0.002, 8.553], [-1.547, 1.492, 7.314], [-1.555, 1.498, 4.840], [-2.435, -2.281, -0.235], [-2.854, -1.010, -0.122], [-2.033, 0.000, 0.000], [-2.748, 1.182, 0.096], [-2.198, 2.474, 0.228], [-3.043, 3.585, 0.317], [-4.425, 3.424, 0.277], [-4.996, 2.154, 0.147], [-4.137, 1.046, 0.058], [-4.524, -0.623, -0.107], [-1.471, -2.448, 0.032], [-3.076, -3.020, 0.025], [-1.120, 2.594, 0.259], [-2.614, 4.579, 0.418], [-5.071, 4.297, 0.346], [-6.074, 2.029, 0.114], [0.000, 1.687, 0.000]], "forces_ev_per_angstrom": [[2.34, 0.48, -1.12], [0.17, -0.79, -1.39], [-0.30, 1.41, 2.18], [-0.27, -1.93, 0.56], [0.12, 0.20, -0.43], [-1.66, 4.14, -3.66], [0.02, -1.89, 2.85], [0.45, -0.56, 0.43], [0.07, 0.15, -0.62], [-1.32, 1.24, -0.08], [1.54, -2.02, 0.26], [2.45, -0.22, -1.09], [0.03, 0.66, -0.21], [1.92, 0.49, 0.06], [-1.82, 0.32, -0.40], [2.06, 0.34, -0.50], [-1.56, -0.77, 0.31], [0.63, 1.75, 2.87], [0.19, -1.39, -0.63], [-2.06, -0.33, -2.41], [1.11, 0.44, 1.29], [1.21, -1.17, -0.30], [-0.15, 0.20, 0.30], [-0.12, 0.52, -2.70], [0.01, -1.71, 1.69], [0.15, -0.54, 0.45], [0.52, 0.29, 0.01], [-0.58, 0.04, 0.00], [-0.01, 0.40, 0.53], [-0.56, -0.12, 0.22], [0.10, -0.49, -0.08], [-0.56, 0.13, 0.26], [-0.08, -0.49, -0.15], [0.47, -0.24, 0.54], [0.41, -0.39, -0.27], [-0.07, 0.71, -0.45], [0.05, -0.35, 0.38], [-0.55, 0.51, 0.08], [0.26, 0.23, -0.51], [-0.28, -0.48, 0.24], [0.98, -0.79, -0.15], [-0.60, -0.95, -1.30], [0.32, 0.35, 0.02], [-0.58, 0.11, 1.06], [-0.54, 1.22, 2.42], [0.07, -0.05, -0.36], [0.10, 0.14, 0.95], [-0.22, 0.22, -0.19], [0.03, -0.07, -0.01], [0.16, -0.15, -0.33], [-0.10, 0.04, 0.70], [-0.18, 0.53, 0.79], [-0.08, 0.11, -0.11], [0.00, 0.00, -0.15], [0.10, -0.08, -0.09], [0.21, -0.18, -0.04], [0.07, -0.80, 0.06], [0.63, 0.46, 0.41], [-4.23, -1.26, -1.12], [0.16, 1.66, 0.08], [-0.86, 0.53, 0.23], [0.31, -0.82, -0.08], [-0.55, -0.37, -0.06], [0.51, 0.04, 0.01], [-0.17, 0.97, 0.12], [-0.99, -0.46, -0.07], [0.05, -0.01, -0.05], [0.15, 0.21, -0.13], [-0.45, 0.04, 0.03], [-0.04, -0.20, -0.01], [0.05, -0.20, -0.01], [0.14, -0.01, 0.01], [1.21, 0.99, -1.12]], "homo_energy_ev": [-3.2, -3.9], "total_charge": -1, "e_lumo_ha": [0.06735, 0.06726], "energy_ha": -6857.336507, "multiplicity": 2}

---

{"formula": "C13H15F16O5P", "method": "ωB97M-V with the def2-TZVPD basis set", "symbols": ["F", "C", "F", "C", "F", "F", "C", "O", "C", "F", "F", "C", "F", "F", "H", "H", "H", "H", "F", "C", "F", "C", "F", "F", "C", "O", "C", "F", "F", "C", "F", "F", "H", "H", "H", "H", "C", "P", "C", "O", "C", "O", "O", "H", "H", "H", "H", "H", "H", "H"], "xyz": [[-6.014, -1.180, 1.971], [-5.708, -0.295, 1.003], [-6.397, -0.632, -0.110], [-4.211, -0.336, 0.682], [-3.882, -1.549, 0.192], [-4.045, 0.581, -0.316], [-3.230, 0.073, 1.789], [-2.583, -0.976, 2.491], [-3.067, -1.487, 3.660], [-4.156, -0.837, 4.096], [-2.104, -1.333, 4.602], [-3.322, -2.994, 3.541], [-4.259, -3.233, 2.605], [-3.774, -3.451, 4.729], [-6.009, 0.708, 1.315], [-2.417, 0.573, 1.268], [-3.666, 0.807, 2.468], [-2.399, -3.511, 3.275], [4.085, -0.852, -3.978], [4.312, 0.088, -3.042], [5.340, -0.327, -2.266], [3.081, 0.283, -2.153], [2.821, -0.857, -1.477], [3.456, 1.234, -1.245], [1.797, 0.826, -2.800], [0.795, -0.122, -3.105], [0.681, -0.696, -4.337], [1.579, -0.219, -5.214], [-0.549, -0.400, -4.819], [0.753, -2.224, -4.238], [1.948, -2.599, -3.741], [0.620, -2.747, -5.476], [4.592, 1.028, -3.525], [1.351, 1.451, -2.026], [2.021, 1.473, -3.648], [-0.045, -2.596, -3.593], [3.264, 0.234, 1.913], [2.394, 1.807, 2.185], [3.678, 3.012, 1.720], [1.447, 1.737, 0.778], [0.410, 2.622, 0.758], [0.451, 3.688, 0.224], [-0.705, 2.131, 1.336], [4.305, 0.314, 2.234], [3.251, -0.031, 0.850], [2.733, -0.542, 2.466], [3.270, 3.785, 1.063], [4.532, 2.552, 1.207], [4.033, 3.491, 2.637], [-0.458, 1.524, 2.050]], "forces_ev_per_angstrom": [[0.05, -0.04, 0.09], [-0.04, 0.06, -0.07], [0.00, -0.01, 0.02], [0.10, -0.20, 0.04], [-0.02, 0.04, 0.02], [0.01, 0.03, -0.01], [0.32, 0.38, 0.13], [-0.25, -0.32, -0.24], [0.18, 0.14, 0.00], [-0.13, 0.01, -0.02], [0.00, 0.04, 0.07], [0.03, -0.05, 0.02], [-0.03, 0.03, 0.00], [-0.01, -0.03, 0.01], [0.00, -0.01, 0.02], [-0.09, 0.02, -0.11], [-0.18, -0.11, -0.01], [0.00, 0.00, 0.00], [-0.08, -0.04, -0.06], [0.06, 0.05, 0.04], [-0.01, 0.00, -0.02], [-0.23, -0.10, 0.00], [0.04, 0.05, -0.03], [0.16, 0.03, -0.04], [-0.28, 0.45, 0.02], [0.29, -0.39, 0.15], [-0.16, 0.17, 0.07], [0.14, -0.02, -0.04], [-0.01, 0.05, -0.08], [-0.04, -0.05, 0.00], [0.03, 0.03, -0.01], [0.01, -0.03, -0.01], [-0.01, -0.01, -0.02], [0.03, 0.00, 0.00], [0.12, -0.11, -0.04], [0.00, 0.00, 0.00], [-0.19, -0.23, -0.17], [0.06, 0.01, 0.19], [0.44, 0.09, -0.25], [-0.20, 0.27, 0.06], [0.00, 0.04, -0.27], [-0.07, -0.38, 0.04], [0.00, 0.32, 0.25], [-0.13, -0.08, 0.16], [0.04, 0.15, 0.19], [0.27, -0.07, 0.00], [-0.12, -0.05, 0.16], [-0.20, 0.05, 0.07], [0.00, 0.00, -0.10], [0.11, -0.16, -0.20]], "homo_energy_ev": -9.5, "e_lumo_ha": 0.01194, "energy_ha": -2819.817054}

---

{"formula": "C5H8BrN", "method": "ωB97M-V with the def2-TZVPD basis set", "symbols": ["C", "C", "N", "C", "C", "C", "Br", "H", "H", "H", "H", "H", "H", "H", "H"], "xyz": [[-0.718, 0.741, 1.460], [0.628, 0.804, 0.950], [1.043, 0.934, -0.228], [0.335, 0.690, -1.402], [0.001, -0.504, -1.825], [0.298, -1.742, -0.936], [-1.501, -2.229, -0.173], [-1.411, 0.560, 0.684], [-0.940, 1.680, 1.986], [-0.997, 0.091, 2.283], [1.544, 0.908, 1.671], [0.097, 1.469, -2.034], [-0.293, -0.602, -2.880], [0.779, -1.673, 0.035], [0.386, -2.609, -1.552]], "forces_ev_per_angstrom": [[-1.40, 0.50, 1.52], [3.61, 0.63, 1.50], [0.09, -0.17, -0.97], [-0.01, -0.23, 1.59], [1.25, -2.27, 0.61], [-2.81, 1.10, -1.09], [-0.52, -0.30, 0.13], [-0.87, 0.06, -0.83], [0.09, 0.37, -0.60], [0.75, -0.85, -0.09], [-1.99, -0.18, -0.63], [-0.01, 2.04, -1.05], [-0.20, -0.41, 0.78], [0.93, 0.24, -0.87], [1.09, -0.52, 0.00]], "homo_energy_ev": -8.7, "de_lowest_ev": 1.0193, "e_lumo_ha": 0.02819, "energy_ha": -2824.011955}